Below is 5 unconnected molecules or ions with the total composition C15H35N5O5, with properties calculated with ωB97M-V/def2-TZVPD.

```
60
Properties=species:S:1:pos:R:3:forces:R:3:nbo_charge:R:1
C 2.332337 0.984264 0.678196 -0.936 -0.004 -0.936 -0.415
N 1.132420 0.189592 0.432473 2.345 -0.753 1.787 -0.591
C 0.155913 0.408329 -0.394570 -3.514 -1.009 -3.779 0.664
C -0.038783 1.733282 -1.124556 0.079 0.930 0.930 -0.721
O -0.556869 -0.578934 -0.713199 0.619 1.611 0.331 -0.665
H 2.854498 0.561188 1.536362 -0.033 0.406 -0.081 0.218
H 2.004643 2.017209 0.795440 0.415 -0.030 0.435 0.211
H 2.926190 0.922680 -0.233748 0.575 0.175 0.207 0.191
H 1.284285 -0.806686 0.365631 0.106 -0.205 0.778 0.404
H 0.905548 2.255190 -1.279338 0.165 -0.212 -0.287 0.215
H -0.591844 2.457417 -0.526348 -0.126 -0.127 0.492 0.238
H -0.624037 1.718314 -2.043995 0.318 -0.798 0.054 0.251
C -6.025268 -4.236804 -3.039712 0.318 1.479 1.936 -0.431
N -6.302864 -5.468991 -3.667886 -0.253 -1.074 -1.959 -0.620
C -6.233069 -6.653128 -3.021167 1.395 -3.226 0.025 0.679
C -6.473920 -8.065969 -3.748665 -1.301 1.776 -0.278 -0.701
O -5.874838 -6.807181 -1.872358 -0.109 1.292 0.730 -0.625
H -5.907803 -3.303828 -3.590957 -0.662 -0.590 -1.107 0.219
H -5.070399 -4.206980 -2.514914 0.031 -0.733 0.311 0.214
H -6.807645 -4.065661 -2.300322 0.128 0.303 0.235 0.201
H -6.556061 -5.507967 -4.644863 0.055 0.114 0.224 0.399
H -6.861986 -8.751327 -2.995150 0.101 0.309 0.110 0.237
H -5.656836 -8.583719 -4.251069 0.366 0.696 0.126 0.232
H -7.274180 -7.900818 -4.470066 -0.065 -0.346 -0.352 0.196
C 1.702776 -3.057933 -4.429537 0.872 0.665 -0.167 -0.422
N 0.450847 -2.451074 -4.832611 -0.284 -0.440 -0.199 -0.616
C 0.141599 -2.116382 -6.118349 -0.196 0.354 -1.141 0.674
C -1.020043 -1.132142 -6.336731 -0.562 -1.877 -0.465 -0.732
O 0.738502 -2.499490 -7.125749 0.053 0.075 1.378 -0.638
H 2.299240 -2.249027 -4.007644 0.253 -0.072 0.343 0.186
H 2.296319 -3.394472 -5.279565 -0.511 -0.162 -0.158 0.235
H 1.644032 -3.851709 -3.684845 -0.463 -0.008 -0.176 0.204
H -0.141633 -2.144043 -4.074467 0.011 0.220 -0.337 0.403
H -1.754632 -1.105556 -5.531892 0.638 1.212 0.578 0.218
H -1.686959 -1.597616 -7.062439 0.333 -0.405 -0.512 0.236
H -0.645543 -0.281950 -6.906840 -0.162 0.464 0.921 0.252
C -3.457012 9.148815 2.992629 -0.058 0.301 -0.675 -0.421
N -4.058959 7.920074 2.551492 -0.396 -0.889 1.939 -0.591
C -3.921882 7.383924 1.347118 0.594 1.657 -2.828 0.647
C -4.563234 6.099112 1.069997 -1.008 -1.792 -0.268 -0.713
O -3.387934 7.975054 0.393682 0.043 -0.250 1.230 -0.644
H -2.458504 9.060438 3.420751 0.056 -0.380 -0.022 0.194
H -4.093786 9.625741 3.737700 -0.049 0.150 -0.289 0.202
H -3.370170 9.699366 2.055901 0.057 0.643 0.363 0.238
H -4.600115 7.365422 3.199271 0.255 0.180 0.106 0.386
H -5.651281 6.136632 1.016617 -0.166 0.532 0.182 0.234
H -4.379742 5.321598 1.811545 0.351 -0.055 -0.021 0.218
H -4.282289 5.780418 0.066195 0.324 -0.102 0.284 0.251
C 9.768618 -0.139791 8.745932 1.161 -1.142 0.317 -0.421
N 9.113090 -0.671668 7.568549 -0.664 0.157 -0.427 -0.617
C 8.832624 0.130055 6.505482 -0.928 -0.727 0.745 0.664
C 8.122280 -0.532851 5.368041 -1.073 -0.726 -1.521 -0.740
O 9.016837 1.317130 6.550695 0.279 1.201 -0.327 -0.612
H 10.830319 -0.319581 8.576924 0.347 0.551 0.333 0.190
H 9.539862 -0.735265 9.629775 -0.372 -0.076 -0.094 0.200
H 9.600912 0.905341 9.006090 -0.320 -0.169 -0.723 0.239
H 9.117172 -1.658202 7.352115 0.093 0.108 0.586 0.390
H 8.026495 0.136158 4.512846 0.676 -0.057 -0.017 0.242
H 7.081451 -0.838155 5.475572 -0.433 0.713 1.256 0.242
H 8.411311 -1.537843 5.060526 1.235 0.165 -0.126 0.223
```
Positions in Å, forces in eV/Å.

- Orbital gap: 9.77 eV
- Spin multiplicity: 1
- Relative energy (zero: lowest compared OMol25 entry of this formula, charge and spin): 2.749 eV

=====

Below is C6H6 in the gas phase, with properties calculated with ωB97M-V/def2-TZVPD.

```
12
Properties=species:S:1:pos:R:3:forces:R:3:nbo_charge:R:1
C 0.160679 2.879083 0.502054 -0.155 -0.445 0.032 -0.227
C -0.166645 1.725241 0.598590 0.075 0.533 0.002 -0.003
C -0.631443 0.339502 0.674448 -0.172 0.062 0.083 -0.525
C 0.234671 -0.677180 0.061428 0.088 -0.107 -0.146 0.033
C 1.274194 -1.294191 -0.381419 -0.235 0.242 0.053 -0.172
C -0.110123 -1.756377 -0.882413 0.069 -0.312 -0.200 -0.432
H 0.425536 3.909111 0.406402 0.013 -0.202 0.040 0.237
H -1.547702 0.191376 0.091886 -0.170 0.611 0.347 0.251
H -0.862233 0.048132 1.704464 0.008 0.137 -0.020 0.260
H 2.360327 -1.287693 -0.422249 -0.434 -0.286 -0.194 0.230
H -0.510285 -1.432845 -1.854861 0.415 -0.224 0.075 0.172
H -0.626971 -2.644164 -0.498332 0.499 -0.009 -0.073 0.176
```
Positions in Å, forces in eV/Å.

- Orbital gap: 10.39 eV
- Spin multiplicity: 1
- Relative energy (zero: lowest compared OMol25 entry of this formula, charge and spin): 4.821 eV

=====

Below is C4H6N2O in the gas phase, with properties calculated with ωB97M-V/def2-TZVPD.

```
13
Properties=species:S:1:pos:R:3:forces:R:3:nbo_charge:R:1
N -0.058786 -0.506444 1.873851 -0.146 -0.201 -0.054 -0.847
C -0.416487 -0.014078 0.553901 0.168 0.210 0.133 -0.226
C 0.763583 0.310157 -0.294709 -0.219 -0.004 -0.212 0.611
O 1.958903 0.666864 0.130403 -0.120 -0.103 0.082 -0.625
N 0.364281 0.300088 -1.526910 0.180 0.034 0.191 -0.517
C -1.032031 -0.218151 -1.562733 -0.222 -0.029 -0.065 -0.240
C -1.523831 -0.525888 -0.348192 0.369 0.191 -0.256 -0.298
H 0.171804 -1.495168 1.823835 -0.081 0.020 -0.118 0.365
H -0.910870 -0.471821 2.431120 0.268 0.067 0.058 0.384
H 1.948211 0.507652 1.095665 0.016 0.068 -0.130 0.520
H 0.902517 0.667943 -2.300889 0.022 -0.174 0.047 0.418
H -1.454743 -0.267107 -2.560268 0.088 -0.058 0.162 0.199
H -0.712551 1.045953 0.684928 -0.321 -0.021 0.164 0.256
```
Positions in Å, forces in eV/Å.

- Orbital gap: 7.83 eV
- Spin multiplicity: 1
- Relative energy (zero: lowest compared OMol25 entry of this formula, charge and spin): 3.868 eV

=====

Below is a molecular structure, C23H54AsGeN4O4RhS2Si5, with properties calculated with ωB97M-V/def2-TZVPD.

```
95
Properties=species:S:1:pos:R:3:forces:R:3:lowdin_spin:R:1
Rh -0.492473 0.160518 0.355269 0.614 -0.254 0.531 0.919
C -0.993886 4.392116 1.664393 0.028 -0.117 0.020 0.000
C -1.015092 3.024567 1.046784 -0.241 -0.075 -0.266 -0.005
N -0.303306 2.025805 1.430482 0.117 0.479 0.323 0.054
N 0.504859 2.238626 2.539587 -0.152 -0.172 -0.384 0.004
C 1.112494 1.178800 2.961438 -0.075 0.442 -0.216 0.008
N 1.986045 1.328085 3.995507 0.013 -0.131 0.287 0.005
S 0.997595 -0.457894 2.314299 -0.114 -0.274 -0.321 0.033
C -1.958689 2.771245 -0.084845 0.426 0.106 0.390 0.001
C -2.821597 3.763561 -0.525174 -0.160 -0.003 -0.100 0.000
C -3.722165 3.469817 -1.538557 0.043 0.066 0.040 -0.004
C -3.717136 2.202465 -2.087365 0.007 -0.031 -0.010 0.000
C -2.807264 1.268932 -1.610783 -0.089 -0.052 0.087 0.000
N -1.955080 1.546759 -0.627499 0.004 -0.189 -0.081 0.040
H -0.138939 4.494969 2.319698 0.075 -0.023 0.071 0.000
H -1.903356 4.561764 2.245974 -0.005 -0.008 0.011 0.000
H -0.947936 5.159317 0.890926 0.044 -0.012 -0.013 0.000
H 1.881407 2.187381 4.514226 0.039 0.030 -0.031 0.001
H 2.138398 0.500323 4.551598 0.046 0.050 -0.055 0.001
H -2.803223 4.741833 -0.071071 -0.024 0.031 -0.016 0.000
H -4.410090 4.228427 -1.890504 -0.006 -0.014 -0.006 0.000
H -4.389620 1.925083 -2.885426 -0.033 -0.012 -0.038 0.000
H -2.746695 0.271932 -2.033617 0.007 0.109 -0.015 0.000
C 0.206554 -2.216460 5.473030 -0.007 -0.082 0.049 0.002
Si -0.789234 -2.687313 3.946720 -0.018 -0.013 -0.146 0.001
C 0.167592 -4.061104 3.090561 0.021 -0.006 0.060 0.000
C -2.456890 -3.351669 4.499190 0.003 -0.042 0.074 0.000
As -1.237935 -0.727797 2.778031 -0.229 0.336 -0.063 0.006
Si -3.740954 -2.892112 -0.085447 -0.136 -0.149 -0.769 0.000
C -2.474245 -3.931930 0.774066 0.141 0.038 0.032 0.000
C -4.193929 -1.208611 0.542147 0.171 0.206 0.077 0.000
C -5.337930 -3.878652 -0.099829 0.108 0.072 -0.081 0.000
H 0.269740 -3.065312 6.159412 0.028 -0.018 0.049 0.000
H -0.241590 -1.373316 5.996680 -0.051 0.043 0.029 0.000
H 1.223034 -1.942066 5.188023 0.066 0.013 -0.035 0.001
H 0.713992 -4.632918 3.844104 0.038 -0.079 0.005 0.000
H 0.889516 -3.674445 2.371902 0.072 0.065 -0.030 0.000
H -0.492641 -4.737649 2.551581 -0.022 -0.047 -0.006 0.000
H -2.320920 -4.227075 5.138113 -0.026 -0.042 0.048 0.000
H -3.062615 -3.651918 3.645166 -0.020 -0.018 -0.074 0.000
H -3.014577 -2.601425 5.060280 -0.016 0.041 0.053 0.000
H -1.778177 -3.351537 1.375140 -0.054 0.066 -0.058 0.000
H -1.889202 -4.428020 -0.004108 0.011 -0.069 0.005 0.000
H -2.960390 -4.692238 1.386938 0.036 -0.049 0.088 0.000
H -3.350876 -0.518124 0.642295 -0.119 -0.195 -0.053 0.000
H -4.700482 -1.273470 1.507004 -0.035 0.008 0.067 0.000
H -4.900677 -0.805395 -0.187050 -0.087 0.091 0.020 0.000
H -5.198746 -4.864011 -0.541247 0.042 -0.090 -0.057 0.000
H -6.136466 -3.372871 -0.639209 -0.063 0.070 -0.082 0.000
H -5.668820 -4.019252 0.929357 -0.057 -0.025 0.133 0.000
C 3.898393 -1.297472 -2.663040 0.009 -0.055 0.063 -0.003
Si 2.093190 -1.290002 -2.106650 -0.059 0.029 0.029 -0.009
C 1.109152 -1.509368 -3.683695 0.036 0.056 0.001 0.000
C 1.875202 -2.728578 -0.912532 -0.072 -0.071 0.013 0.000
Ge 1.491950 0.743160 -0.992622 -0.144 0.093 -0.207 -0.051
Si 3.544611 1.535651 0.001555 -0.244 -0.023 0.020 -0.006
C 3.425627 3.198250 0.885709 0.028 -0.007 0.020 0.000
C 4.270618 0.272695 1.194342 -0.001 0.019 0.059 0.000
C 4.906221 1.887089 -1.258980 -0.009 -0.008 0.039 -0.003
Si 1.159830 2.324035 -2.753214 -0.035 -0.091 0.030 -0.009
C 1.137933 4.096485 -2.093647 0.042 -0.002 -0.075 0.000
C 2.539212 2.240640 -4.038530 -0.070 0.079 -0.002 -0.004
C -0.428624 2.065430 -3.725768 -0.009 -0.016 0.023 0.000
H 4.085623 -2.224627 -3.209950 0.018 -0.075 -0.038 -0.001
H 4.590541 -1.262366 -1.822456 0.081 0.023 0.080 0.000
H 4.124689 -0.467239 -3.329603 0.008 0.096 -0.076 0.000
H 1.258077 -2.513517 -4.083878 0.021 -0.076 -0.029 0.000
H 1.453870 -0.788483 -4.428311 0.037 0.038 -0.063 0.000
H 0.038786 -1.371476 -3.552070 0.148 0.071 -0.090 0.000
H 0.960397 -3.280066 -1.137113 -0.012 0.025 -0.031 0.000
H 1.793507 -2.369959 0.115044 0.050 -0.001 0.046 0.000
H 2.724535 -3.413350 -0.973078 0.019 -0.047 -0.003 0.000
H 2.634780 3.255006 1.625120 -0.157 -0.062 0.165 0.000
H 3.246997 3.989767 0.157528 0.005 0.054 -0.067 0.000
H 4.376019 3.410912 1.383153 0.052 0.020 0.013 0.000
H 3.666494 0.166090 2.094642 0.027 0.025 0.036 0.000
H 5.274508 0.585659 1.492153 0.062 0.000 0.038 0.000
H 4.342418 -0.713743 0.736384 0.006 -0.076 -0.075 0.000
H 4.707680 2.813643 -1.794859 -0.027 0.099 -0.057 0.000
H 5.072027 1.101140 -1.987700 0.006 -0.130 -0.076 0.000
H 5.831330 2.026563 -0.693703 0.086 0.027 0.008 0.000
H 2.143156 4.421273 -1.824535 0.079 0.038 0.023 0.000
H 0.518314 4.182134 -1.201655 -0.096 -0.007 0.089 0.000
H 0.750100 4.787369 -2.846341 -0.010 0.037 -0.043 0.000
H 3.529540 2.301659 -3.602303 0.192 0.025 0.082 0.000
H 2.422372 3.073026 -4.737491 0.006 0.042 -0.066 -0.001
H 2.485871 1.316522 -4.611110 -0.040 -0.116 -0.047 0.000
H -1.241112 2.653787 -3.302351 -0.086 0.058 0.028 0.000
H -0.744293 1.022335 -3.741213 -0.024 -0.083 -0.007 0.000
H -0.282374 2.391619 -4.758209 0.000 0.037 -0.053 0.000
O -2.114434 -1.276731 -3.203358 -0.014 -0.105 -0.038 0.000
S -1.868821 -2.266390 -2.172442 -0.079 -0.037 0.214 0.002
O -3.326801 -2.758401 -1.738476 -0.195 -0.008 0.559 0.002
O -1.330383 -1.676868 -0.926789 0.040 -0.070 -0.154 0.015
O -1.164143 -3.451024 -2.596128 -0.037 0.103 0.074 0.001
```
Positions in Å, forces in eV/Å.

- Orbital gap (spin up / spin down): 5.83 / 5.96 eV
- Spin multiplicity: 2
- Relative energy (zero: lowest compared OMol25 entry of this formula, charge and spin): 1.365 eV
- Charge: -1

=====

What are the max |F| values for these records? In order: 0.102 0.014 0.009 0.017 Eh/bohr.